A molecular structure, C51H123AsF6N13O9 at a distorted geometry. Source: OMol25; level of theory: wB97M-V/def2-TZVPD.

- largest force on an atom (eV/A) = 5.515
- orbital gap (eV) = 7.821
- charge = -1
- E_HOMO (Ha) = -0.2154
- electronic energy (Ha) = -6241.103000

Element x y z (Å)
As (0.046, 1.198, 0.656)
F (-0.923, 0.100, 1.679)
F (-1.537, 1.956, 0.207)
F (0.907, 2.271, -0.428)
F (1.668, 0.496, 1.160)
F (0.007, -0.077, -0.587)
F (0.194, 2.353, 2.022)
C (-1.540, 0.711, -7.330)
C (-2.676, 1.275, -6.432)
N (-2.449, 0.955, -5.045)
C (-1.607, 1.913, -4.413)
C (-0.752, 1.309, -3.354)
C (-3.767, 0.915, -4.302)
C (-4.663, -0.242, -4.765)
H (-1.680, -0.370, -7.327)
H (-0.588, 0.857, -6.820)
H (-1.513, 1.084, -8.354)
H (-2.832, 2.349, -6.538)
H (-3.615, 0.966, -6.892)
H (-0.844, 2.286, -5.097)
H (-2.171, 2.776, -4.058)
H (-0.245, 0.349, -3.443)
H (0.164, 1.881, -3.206)
H (-1.161, 1.198, -2.350)
H (-4.297, 1.866, -4.349)
H (-3.555, 0.751, -3.245)
H (-5.415, -0.461, -4.008)
H (-3.926, -1.045, -4.787)
H (-5.167, 0.015, -5.697)
C (-2.922, -0.919, 4.391)
C (-4.178, -0.939, 3.552)
N (-5.107, -2.030, 3.832)
C (-6.523, -1.524, 3.552)
C (-7.674, -2.533, 3.657)
C (-4.760, -3.362, 3.292)
C (-5.283, -4.632, 4.020)
H (-2.321, -1.791, 4.134)
H (-3.206, -1.045, 5.436)
H (-2.403, 0.025, 4.226)
H (-4.688, 0.022, 3.622)
H (-3.832, -0.897, 2.519)
H (-6.824, -0.575, 3.995)
H (-6.448, -1.270, 2.494)
H (-7.775, -2.761, 4.718)
H (-8.600, -2.206, 3.185)
H (-7.342, -3.386, 3.065)
H (-3.690, -3.551, 3.378)
H (-4.822, -3.238, 2.211)
H (-4.985, -5.533, 3.483)
H (-6.338, -4.783, 4.251)
H (-4.788, -4.622, 4.991)
C (6.389, -4.626, 3.538)
C (5.394, -3.976, 2.530)
N (4.888, -4.658, 1.346)
C (4.058, -3.884, 0.405)
C (2.695, -3.575, 0.951)
C (5.930, -5.402, 0.680)
C (7.167, -4.486, 0.200)
H (6.602, -3.972, 4.384)
H (7.288, -4.880, 2.976)
H (6.080, -5.598, 3.921)
H (4.525, -3.580, 3.055)
H (5.814, -3.053, 2.129)
H (4.104, -4.323, -0.591)
H (4.587, -2.933, 0.347)
H (2.684, -3.074, 1.920)
H (2.103, -4.487, 1.027)
H (2.141, -2.936, 0.263)
H (6.142, -6.313, 1.241)
H (5.456, -5.919, -0.155)
H (8.041, -4.408, 0.847)
H (7.459, -4.736, -0.820)
H (6.900, -3.435, 0.093)
C (-0.192, -2.795, -5.373)
C (-1.608, -2.833, -4.801)
N (-2.113, -4.188, -4.424)
C (-1.470, -4.603, -3.176)
C (-1.688, -6.017, -2.709)
C (-3.623, -4.298, -4.363)
C (-4.325, -4.183, -5.697)
H (0.127, -1.773, -5.170)
H (-0.200, -3.028, -6.438)
H (0.528, -3.407, -4.830)
H (-1.638, -2.172, -3.934)
H (-2.347, -2.320, -5.416)
H (-0.409, -4.423, -3.354)
H (-1.792, -3.850, -2.457)
H (-1.625, -6.145, -1.628)
H (-2.697, -6.366, -2.932)
H (-1.038, -6.653, -3.309)
H (-4.080, -3.528, -3.741)
H (-4.015, -5.253, -4.015)
H (-4.312, -3.249, -6.259)
H (-5.375, -4.460, -5.605)
H (-3.943, -4.853, -6.467)
C (5.536, -0.186, 0.717)
C (5.717, 1.186, 1.409)
O (6.773, 1.628, 1.756)
N (4.635, 2.001, 1.360)
C (4.588, 3.294, 1.968)
H (4.591, -0.305, 0.187)
H (5.496, -0.834, 1.593)
H (6.335, -0.429, 0.016)
H (3.866, 1.570, 0.869)
H (5.231, 3.432, 2.837)
H (3.556, 3.442, 2.284)
H (4.853, 4.039, 1.217)
C (-3.180, -5.219, 0.629)
C (-1.720, -4.815, 1.059)
O (-0.737, -5.444, 0.730)
N (-1.610, -3.598, 1.635)
C (-0.290, -3.156, 2.099)
H (-3.182, -5.616, -0.386)
H (-3.846, -4.366, 0.762)
H (-3.314, -6.015, 1.362)
H (-2.329, -2.953, 1.929)
H (0.137, -2.705, 1.203)
H (0.365, -3.971, 2.408)
H (-0.345, -2.410, 2.892)
C (-2.524, 4.296, 7.362)
C (-2.569, 3.394, 6.138)
O (-2.544, 2.180, 6.184)
N (-2.573, 4.127, 4.970)
C (-2.571, 3.626, 3.622)
H (-3.574, 4.528, 7.543)
H (-2.025, 5.265, 7.329)
H (-2.047, 3.776, 8.192)
H (-2.439, 5.128, 4.982)
H (-2.761, 4.502, 3.001)
H (-3.421, 2.994, 3.364)
H (-1.643, 3.112, 3.373)
C (5.584, -1.688, -4.814)
C (4.843, -1.848, -3.437)
O (5.378, -2.224, -2.433)
N (3.552, -1.886, -3.637)
C (2.609, -2.193, -2.604)
H (5.702, -0.629, -5.043)
H (5.278, -2.319, -5.648)
H (6.554, -2.145, -4.618)
H (3.161, -1.626, -4.532)
H (2.755, -3.189, -2.185)
H (1.637, -2.198, -3.097)
H (2.548, -1.466, -1.794)
C (2.813, 1.775, -4.631)
C (2.560, 3.145, -5.158)
O (2.117, 3.359, -6.295)
N (2.801, 4.172, -4.452)
C (2.637, 5.582, -4.817)
H (2.187, 1.512, -3.779)
H (3.862, 1.526, -4.470)
H (2.469, 1.016, -5.334)
H (3.377, 3.893, -3.670)
H (1.976, 6.069, -4.100)
H (2.259, 5.768, -5.822)
H (3.570, 6.140, -4.733)
C (1.224, 2.250, 5.697)
C (2.574, 1.681, 6.226)
O (3.613, 1.756, 5.633)
N (2.601, 1.079, 7.416)
C (1.517, 0.683, 8.260)
H (0.919, 2.928, 6.494)
H (0.520, 1.427, 5.576)
H (1.479, 2.825, 4.807)
H (3.534, 0.938, 7.775)
H (1.281, 1.585, 8.824)
H (1.693, -0.229, 8.831)
H (0.592, 0.464, 7.728)
C (-0.709, 5.112, -1.101)
C (0.679, 5.507, -1.041)
O (0.919, 6.673, -0.833)
N (1.674, 4.655, -1.274)
C (3.068, 4.870, -1.406)
H (-1.206, 5.583, -0.254)
H (-0.886, 4.069, -0.838)
H (-1.215, 5.258, -2.056)
H (1.345, 3.703, -1.354)
H (3.406, 5.323, -0.474)
H (3.235, 5.580, -2.217)
H (3.606, 3.924, -1.463)
C (-3.975, -0.342, -0.760)
C (-4.900, 0.800, -0.535)
O (-6.075, 0.579, -0.580)
N (-4.384, 1.983, -0.284)
C (-5.016, 3.281, -0.393)
H (-3.066, -0.001, -1.256)
H (-4.451, -1.153, -1.311)
H (-3.597, -0.805, 0.151)
H (-3.394, 2.097, -0.452)
H (-5.973, 3.259, -0.914)
H (-4.385, 3.917, -1.015)
H (-5.056, 3.902, 0.502)
C (3.907, 7.127, 2.541)
C (2.518, 6.678, 3.100)
O (2.220, 6.858, 4.289)
N (1.743, 5.995, 2.275)
C (0.447, 5.376, 2.639)
H (4.261, 6.460, 1.756)
H (4.696, 7.043, 3.288)
H (3.897, 8.125, 2.102)
H (1.921, 6.127, 1.290)
H (-0.378, 6.080, 2.745)
H (0.531, 4.727, 3.511)
H (0.210, 4.759, 1.772)

Atomic partial charges in e from the Mulliken method, atoms 1 to 4:
1. As 1.873
2. F -0.512
3. F -0.220
4. F -0.644